Molecular formula: C4H6O2
Method: DFT, ωB97M-V/def2-TZVPD

```
12
Properties=species:S:1:pos:R:3:forces:R:3:mulliken_charge:R:1
C -2.3901 0.3596 0.1157 0.229 0.338 -0.128 -0.347
O -1.1602 0.7932 0.1981 -0.409 -0.188 -0.033 -0.254
C -0.1910 -0.2600 0.1790 0.110 -0.276 -0.045 0.163
C 1.1434 -0.0709 0.9009 -0.077 0.074 0.345 -0.399
O 1.8551 -0.3896 -0.3064 0.224 0.015 -0.024 -0.389
C 0.6561 -0.2774 -1.0866 -0.167 -0.038 -0.288 -0.455
H -2.9643 1.2983 -0.0324 -0.030 0.060 0.224 0.219
H -0.7238 -1.1811 0.4082 0.107 0.021 -0.041 0.443
H 1.3565 -0.7894 1.6995 -0.020 0.163 -0.097 0.250
H 1.3436 0.9502 1.2489 -0.079 -0.104 -0.092 0.248
H 0.6050 0.6743 -1.6349 0.026 -0.157 0.094 0.264
H 0.5079 -1.1154 -1.7739 0.087 0.093 0.084 0.258
```
Positions in Å, forces in eV/Å.

orbital gap	9.555	eV
molecular weight	86.09	g mol⁻¹
LUMO energy	0.0217	hartree
HOMO	-8.964	eV

Molecular formula: C4H6O2
Method: DFT, ωB97M-V/def2-TZVPD

```
12
Properties=species:S:1:pos:R:3:forces:R:3:mulliken_charge:R:1
C 1.5048 1.1972 0.0691 0.134 -0.045 0.036 -0.973
C 2.1473 0.1149 -0.3198 0.501 -0.522 -0.349 0.754
O 2.7255 -0.8141 -0.7184 -0.514 0.885 0.352 -0.353
H 1.7968 2.1448 -0.3597 0.019 -0.058 0.013 0.270
H 0.7999 1.1450 0.8865 0.131 -0.030 -0.116 0.324
C -1.8660 -0.2157 0.2055 0.000 0.036 0.060 -0.956
C -0.5927 -0.9316 -0.1401 0.079 -0.254 0.323 0.140
O 0.1343 -1.4268 0.6911 -0.373 0.098 -0.345 -0.501
H -1.8692 0.0472 1.2668 -0.038 -0.062 -0.177 0.286
H -2.7059 -0.8900 -0.0001 0.067 0.093 0.000 0.354
H -1.9929 0.6746 -0.4163 0.015 -0.090 0.045 0.301
H -0.3487 -1.0029 -1.2220 -0.021 -0.050 0.158 0.353
```
Positions in Å, forces in eV/Å.

orbital gap	10.193	eV
molecular weight	86.09	g mol⁻¹
LUMO energy	0.0343	hartree
HOMO	-9.261	eV

Molecular formula: C4H6O2
Method: DFT, ωB97M-V/def2-TZVPD

```
12
Properties=species:S:1:pos:R:3:forces:R:3:mulliken_charge:R:1
C 1.5218 -0.2228 0.0957 0.048 -0.060 0.023 -1.028
C 0.0324 -0.0841 0.2077 0.100 0.163 -0.108 0.160
C -0.8244 1.1765 0.1533 0.091 0.299 0.128 -0.252
O -1.8408 0.4277 -0.6376 -0.063 -0.099 -0.086 -0.360
C -1.0217 -0.6284 -0.5400 -0.015 -0.180 0.128 0.367
O -1.2928 -1.8768 -0.6156 0.084 0.222 0.011 -0.607
H 2.0190 -0.0648 1.0597 -0.095 -0.022 -0.186 0.297
H 1.7792 -1.2329 -0.2436 -0.033 0.172 0.058 0.299
H 1.9432 0.4918 -0.6249 -0.065 -0.104 0.115 0.280
H -0.5843 -1.5195 0.4408 -0.078 -0.187 -0.024 0.385
H -0.4282 2.0072 -0.4405 -0.070 -0.145 0.118 0.246
H -1.2990 1.5233 1.0757 0.097 -0.058 -0.178 0.214
```
Positions in Å, forces in eV/Å.

orbital gap	9.369	eV
molecular weight	86.09	g mol⁻¹
LUMO energy	0.0242	hartree
HOMO	-8.709	eV

Molecular formula: C4H6O2
Method: DFT, ωB97M-V/def2-TZVPD

```
12
Properties=species:S:1:pos:R:3:forces:R:3:mulliken_charge:R:1
O -0.2651 -1.5375 1.3836 -0.385 0.444 -0.036 -0.478
C -1.0628 -0.6353 1.2686 0.262 -0.285 0.010 0.119
C -0.8494 0.5388 0.3412 0.082 0.048 0.031 -0.490
C 0.6173 0.9549 0.1927 -0.213 0.109 -0.071 -0.310
C 1.2559 -0.1470 -1.1063 0.134 -0.316 -0.216 -0.428
O 0.8741 1.2053 -1.1740 -0.074 0.139 0.066 -0.252
H -2.0196 -0.6524 1.8303 0.133 -0.038 -0.067 0.341
H -1.3423 1.4271 0.7587 0.041 -0.119 -0.023 0.319
H -1.3562 0.3231 -0.6149 0.080 -0.010 0.102 0.299
H 1.3247 -0.3381 0.0626 0.048 -0.134 0.038 0.300
H 2.2924 -0.2908 -1.4204 -0.193 0.015 0.122 0.329
H 0.5311 -0.8480 -1.5221 0.085 0.149 0.044 0.251
```
Positions in Å, forces in eV/Å.

orbital gap	9.385	eV
molecular weight	86.09	g mol⁻¹
LUMO energy	0.0291	hartree
HOMO	-8.594	eV

Molecular formula: C4H6O2
Method: DFT, ωB97M-V/def2-TZVPD

```
12
Properties=species:S:1:pos:R:3:forces:R:3:mulliken_charge:R:1
O -1.8212 0.2113 1.6425 0.059 0.122 0.260 -0.492
C -1.8999 0.7680 0.3433 -0.123 0.105 -0.284 -0.405
C -0.6311 0.5276 -0.3499 0.531 -0.146 0.038 0.027
C 0.5220 0.2353 -0.5481 -0.477 0.058 0.092 0.096
C 1.8621 -0.3540 -0.6096 0.128 0.342 -0.004 -0.390
O 1.8109 -1.7476 -0.3759 -0.055 -0.193 -0.213 -0.501
H -0.9211 0.3743 1.9565 -0.251 -0.091 0.041 0.310
H -2.1119 1.8449 0.3741 0.019 -0.102 0.012 0.250
H -2.7399 0.2798 -0.1576 0.123 0.056 -0.009 0.276
H 2.3730 -0.1129 -1.5512 -0.129 -0.044 0.072 0.262
H 2.4553 0.0770 0.2037 0.015 -0.089 -0.150 0.250
H 1.1018 -2.1039 -0.9278 0.161 -0.019 0.145 0.317
```
Positions in Å, forces in eV/Å.

orbital gap	10.764	eV
molecular weight	86.09	g mol⁻¹
LUMO energy	0.0280	hartree
HOMO	-10.002	eV

Molecular formula: C4H6O2
Method: DFT, ωB97M-V/def2-TZVPD

```
12
Properties=species:S:1:pos:R:3:forces:R:3:mulliken_charge:R:1
O -0.8971 -2.4222 -0.3555 -2.073 -1.570 0.393 -0.439
C 0.0508 -1.7509 -0.5133 2.770 1.671 -0.195 -0.171
C -0.0008 -0.2673 -0.7565 -0.197 0.266 0.415 0.218
C -0.7550 0.6007 0.2197 -0.470 1.207 -1.209 -0.447
C 0.4793 1.1043 0.9482 1.022 -0.738 -1.613 -0.375
O 1.2169 0.4329 -0.4937 -0.105 1.605 1.720 -0.507
H 1.1024 -2.1193 -0.5364 -0.128 -0.401 0.082 0.303
H -0.3893 -0.1617 -1.7857 0.357 -0.011 0.137 0.358
H -1.5839 0.0891 0.8611 0.688 1.733 -1.604 0.296
H -0.7006 1.5965 -0.6799 -1.966 -2.363 3.310 0.251
H 1.1378 0.6617 1.6941 -0.702 -0.935 -0.035 0.276
H 0.3465 2.1615 1.3095 0.802 -0.465 -1.400 0.238
```
Positions in Å, forces in eV/Å.

orbital gap	10.047	eV
molecular weight	86.09	g mol⁻¹
LUMO energy	0.0197	hartree
HOMO	-9.509	eV

Molecular formula: C4H6O2
Method: DFT, ωB97M-V/def2-TZVPD

```
12
Properties=species:S:1:pos:R:3:forces:R:3:mulliken_charge:R:1
O 0.0005 1.1853 -1.2864 -0.073 0.116 0.062 -0.529
C 0.1339 0.0360 -0.5276 0.148 -0.029 0.007 0.074
C -0.8746 -1.1488 -0.5754 -0.053 -0.227 -0.161 -0.448
C -0.8317 -0.2966 0.6066 -0.178 -0.254 0.057 -0.702
C 1.4105 -0.2674 -0.1147 0.913 -0.443 0.306 0.679
O 2.4664 -0.5115 0.2794 -1.179 0.215 -0.497 -0.278
H -0.5602 1.7573 -0.7341 0.075 -0.014 -0.137 0.431
H -0.5374 -2.1863 -0.6003 0.115 0.125 -0.078 0.299
H -1.5869 -0.8935 -1.3611 0.089 -0.104 0.126 0.223
H -0.3568 -0.7412 1.4890 -0.109 0.091 -0.098 0.208
H 0.1085 1.4127 1.4574 0.274 0.272 0.189 -0.081
H 0.8299 1.6189 1.4806 -0.022 0.252 0.224 0.123
```
Positions in Å, forces in eV/Å.

orbital gap (alpha / beta)	8.097 / 8.098	eV
molecular weight	86.09	g mol⁻¹
LUMO energy (alpha / beta)	0.0029 / 0.0029	hartree
HOMO (alpha / beta)	-8.019 / -8.019	eV

Molecular formula: C4H6O2
Method: DFT, ωB97M-V/def2-TZVPD

```
12
Properties=species:S:1:pos:R:3:forces:R:3:mulliken_charge:R:1
O -0.6094 1.0133 -1.6616 0.281 0.107 0.321 -0.613
C -0.0435 1.3980 -0.6338 -0.192 -0.006 -0.285 0.124
C -0.2727 0.0190 1.1444 0.053 -0.108 0.251 -0.855
C -0.5429 -1.1770 0.3202 -0.222 -0.189 -0.088 -0.073
O 0.6736 -0.8483 -0.6570 0.001 0.009 -0.122 -0.434
C 0.7644 0.4437 0.1886 0.103 0.194 -0.103 -0.041
H 0.2186 -0.4761 -1.4824 0.106 -0.073 0.154 0.477
H -0.1766 2.4056 -0.2207 -0.042 -0.121 -0.015 0.390
H -0.0101 -0.1150 2.1882 0.054 -0.019 -0.158 0.193
H -0.3820 -2.1719 0.7461 -0.064 0.184 -0.009 0.253
H -1.3895 -1.1988 -0.3843 0.125 0.059 0.104 0.211
H 1.7899 0.7206 0.4580 -0.203 -0.036 -0.049 0.369
```
Positions in Å, forces in eV/Å.

orbital gap	7.826	eV
molecular weight	86.09	g mol⁻¹
LUMO energy	0.0272	hartree
HOMO	-7.085	eV

Molecular formula: C4H6O2
Method: DFT, ωB97M-V/def2-TZVPD

```
12
Properties=species:S:1:pos:R:3:forces:R:3:mulliken_charge:R:1
O 1.7540 -1.2681 0.6101 0.226 -0.201 -0.184 -0.272
C 0.8077 -1.6281 -0.2299 0.571 -0.482 -0.127 -0.350
C -1.0705 -0.1834 0.3029 -0.359 0.153 0.096 -0.630
C -1.3704 1.2271 0.0901 -0.505 0.520 -0.068 0.715
O -2.2385 2.0430 -0.0483 0.422 -0.261 0.148 -0.504
C 0.0326 0.9000 -0.1734 -0.149 0.276 0.091 -0.715
H 2.4162 -0.6441 0.2584 -0.128 -0.003 -0.010 0.335
H 0.9743 -1.0931 -1.2018 0.146 -0.273 0.207 0.199
H -0.9398 -0.5519 1.3213 0.100 0.253 -0.238 0.284
H -1.5622 -0.9254 -0.3277 0.343 0.336 -0.116 0.316
H 0.4142 1.0189 -1.1940 -0.333 -0.297 0.293 0.336
H 0.7824 1.1051 0.5924 -0.333 -0.021 -0.092 0.287
```
Positions in Å, forces in eV/Å.

orbital gap	8.982	eV
molecular weight	86.09	g mol⁻¹
LUMO energy	0.0139	hartree
HOMO	-8.604	eV

Molecular formula: C4H6O2
Method: DFT, ωB97M-V/def2-TZVPD

```
12
Properties=species:S:1:pos:R:3:forces:R:3:mulliken_charge:R:1
C -1.1655 0.0694 0.3925 -0.651 0.259 -0.133 -1.190
C -0.3845 -0.8632 -0.5184 -0.200 0.302 0.282 0.164
O 0.1044 -0.1794 -1.6690 0.127 0.212 -0.120 -0.403
C 0.9939 -0.3678 -0.5901 0.279 0.189 0.049 -0.185
C 1.0866 0.7712 0.4099 1.324 0.758 -0.264 0.023
O 0.9935 1.9553 0.1807 1.160 -0.557 0.042 -0.510
H -0.6460 1.0596 0.4063 -1.390 -1.393 0.366 0.295
H -1.2606 -0.3450 1.4050 -0.148 0.209 -0.251 0.309
H -2.1104 0.3910 -0.0108 -0.795 -0.589 -0.135 0.364
H -0.6559 -1.9147 -0.6768 0.126 0.495 0.205 0.399
H 1.8958 -0.9469 -0.7796 -0.215 -0.115 0.099 0.396
H 1.1488 0.3707 1.4502 0.382 0.230 -0.139 0.338
```
Positions in Å, forces in eV/Å.

orbital gap	10.826	eV
molecular weight	86.09	g mol⁻¹
LUMO energy	0.0316	hartree
HOMO	-9.966	eV

no.,energy (eV)
1,-8335.709
2,-8338.655
3,-8335.844
4,-8335.240
5,-8337.628
6,-8335.540
7,-8334.638
8,-8335.299
9,-8334.599
10,-8337.367